Entry 1:
The following is a DFT calculation (the ωB97M-V functional and the def2-TZVPD basis) of a 3-piece molecular cluster, C21H41BN3O7 overall in a non-equilibrium geometry.

Cartesian coordinates (Å):
1 C 2.58 -8.24 -1.05
2 C 1.60 -7.88 -1.68
3 C 0.32 -7.08 -2.15
4 N 0.66 -5.65 -2.47
5 N 0.79 -5.44 -3.77
6 C 1.09 -4.14 -4.01
7 C 1.33 -3.01 -3.06
8 C 1.71 -1.58 -3.62
9 N 0.43 -0.90 -4.02
10 C -0.05 0.03 -2.94
11 C 1.16 -3.33 -1.60
12 C 1.34 -2.25 -0.48
13 C 2.82 -2.11 0.11
14 C 3.93 -2.76 -0.82
15 O 4.07 -4.18 -0.52
16 C 0.78 -4.78 -1.43
17 C 0.52 -5.26 0.06
18 B -1.06 -5.07 0.47
19 O -1.40 -4.67 1.78
20 O -2.05 -5.28 -0.55
21 H 3.38 -8.62 -0.35
22 H -0.02 -7.63 -3.09
23 H -0.55 -7.18 -1.43
24 H 1.19 -3.88 -5.11
25 H 2.26 -1.03 -2.80
26 H 2.44 -1.66 -4.49
27 H -0.28 -1.66 -4.02
28 H -0.53 0.93 -3.45
29 H -0.84 -0.45 -2.27
30 H 0.78 0.44 -2.28
31 H 0.65 -2.54 0.38
32 H 0.99 -1.22 -0.83
33 H 2.86 -2.56 1.15
34 H 3.04 -0.99 0.16
35 H 3.76 -2.62 -1.93
36 H 4.91 -2.24 -0.57
37 H 4.21 -4.60 -1.39
38 H 0.92 -6.28 0.29
39 H 1.07 -4.54 0.76
40 H -2.02 -3.91 1.68
41 H -1.99 -4.50 -1.15
42 C 0.25 5.30 1.10
43 O 0.69 5.95 -0.08
44 C 1.68 5.21 -0.77
45 C 1.10 4.51 -1.99
46 O 0.20 3.46 -1.60
47 C -1.16 3.84 -1.75
48 H -0.63 5.82 1.48
49 H -0.03 4.26 0.91
50 H 1.03 5.34 1.87
51 H 2.18 4.50 -0.10
52 H 2.44 5.93 -1.11
53 H 1.92 4.03 -2.54
54 H 0.61 5.22 -2.65
55 H -1.42 3.89 -2.82
56 H -1.37 4.81 -1.28
57 H -1.78 3.08 -1.28
58 C -3.58 5.18 6.60
59 O -4.48 4.89 5.54
60 C -4.25 5.70 4.39
61 C -3.52 4.92 3.31
62 O -2.18 4.61 3.70
63 C -2.04 3.26 4.11
64 H -3.69 4.41 7.37
65 H -2.54 5.18 6.26
66 H -3.82 6.15 7.04
67 H -3.70 6.61 4.65
68 H -5.23 5.99 4.01
69 H -3.45 5.54 2.41
70 H -4.07 4.01 3.04
71 H -2.11 2.60 3.24
72 H -2.80 2.98 4.85
73 H -1.05 3.15 4.56

The value obtained for the HOMO energy is -0.392 Ha. As for the total charge: +1.

Atom charges from the Löwdin analysis, given in e for atoms 1 to 2:
1 C 0.105
2 C -0.077

=====

Entry 2:
The following is a DFT calculation (the ωB97M-V functional and the def2-TZVPD basis) of C22H19F3N6O2 in the gas phase in a non-equilibrium geometry.

Cartesian coordinates (Å):
1 C 6.58 -1.28 -3.25
2 C 5.36 -0.74 -2.59
3 C 4.29 -1.47 -2.04
4 C 3.43 -0.52 -1.56
5 N 2.18 -0.63 -0.98
6 C 1.59 -1.79 -0.57
7 O 2.08 -2.90 -0.65
8 C 0.25 -1.53 0.00
9 C -0.69 -2.48 0.45
10 C -1.76 -1.73 0.89
11 N -1.42 -0.43 0.70
12 N -0.20 -0.30 0.16
13 C -2.26 0.69 0.99
14 C -2.83 1.25 -0.33
15 F -1.89 1.85 -1.07
16 F -3.38 0.30 -1.10
17 F -3.79 2.16 -0.11
18 C -3.36 0.27 1.96
19 C -3.99 -1.07 1.55
20 C -5.02 -1.49 2.56
21 C -6.30 -1.93 2.40
22 C -6.78 -2.21 3.70
23 C -5.75 -1.93 4.55
24 O -4.68 -1.49 3.87
25 N -2.93 -2.07 1.50
26 N 3.99 0.70 -1.82
27 C 3.51 1.98 -1.53
28 C 2.83 2.26 -0.35
29 C 2.36 3.54 -0.11
30 C 2.59 4.55 -1.03
31 C 3.31 4.28 -2.19
32 C 3.76 3.01 -2.44
33 N 5.16 0.55 -2.46
34 H 6.31 -1.88 -4.11
35 H 7.13 -1.92 -2.56
36 H 7.22 -0.46 -3.56
37 H 4.16 -2.53 -2.00
38 H 1.62 0.21 -0.87
39 H -0.58 -3.55 0.44
40 H -1.65 1.50 1.41
41 H -4.13 1.04 2.03
42 H -2.91 0.14 2.95
43 H -4.50 -0.97 0.58
44 H -6.83 -2.04 1.48
45 H -7.75 -2.58 3.97
46 H -5.66 -1.99 5.62
47 H -3.23 -3.02 1.37
48 H 2.69 1.50 0.40
49 H 1.83 3.75 0.80
50 H 2.23 5.55 -0.84
51 H 3.50 5.07 -2.90
52 H 4.32 2.77 -3.33

The value obtained for the HOMO energy is -0.298 Ha. As for the SMILES: Cc1cc(NC(=O)c2cc3n(n2)[C@@H](C(F)(F)F)C[C@H](c2ccco2)N3)n(-c2ccccc2)n1.

Atom charges from the Löwdin analysis, given in e for atoms 1 to 2:
1 C -0.038
2 C -0.346

=====

Entry 3:
The following is a DFT calculation (the ωB97M-V functional and the def2-TZVPD basis) of C2H3BrF2 in the gas phase in a non-equilibrium geometry.

Cartesian coordinates (Å):
1 C -0.43 -0.74 0.15
2 C 0.30 0.53 -0.26
3 F 0.55 0.59 -1.55
4 F 1.68 0.50 0.39
5 Br -0.48 2.20 0.32
6 H -0.49 -0.68 1.18
7 H -1.43 -0.85 -0.27
8 H 0.31 -1.55 0.04

The value obtained for the HOMO energy is -0.407 Ha. As for the SMILES: CC(F)(F)Br. The energy above the lowest of the compared OMol25 structures with the same formula, charge and spin is 35.0 kJ/mol.

Atom charges from the Löwdin analysis, given in e for atoms 1 to 2:
1 C -0.050
2 C -0.900

=====

Entry 4:
The following is a DFT calculation (the ωB97M-V functional and the def2-TZVPD basis) of C35H56CsF3N2O9P as an isolated structure in a non-equilibrium geometry.

Cartesian coordinates (Å):
1 C -4.07 -1.74 5.38
2 O -4.48 -0.41 5.79
3 C -5.61 0.07 5.03
4 C -5.77 1.70 5.11
5 C -6.79 2.24 3.98
6 C -6.72 3.83 3.72
7 C -5.21 4.37 3.41
8 C -4.67 3.47 2.15
9 C -3.89 4.34 1.04
10 C -3.16 3.40 -0.09
11 C -2.11 2.47 0.71
12 C -0.76 2.12 -0.09
13 C -0.96 1.24 -1.42
14 C -2.14 0.16 -1.36
15 C -1.76 -1.22 -0.60
16 C -1.96 -1.07 1.01
17 N -2.19 -0.99 2.21
18 C -0.28 -1.79 -0.99
19 C 0.89 -1.28 -0.01
20 C 1.48 -2.42 0.98
21 C 0.37 -3.40 1.61
22 C 2.34 -1.81 2.22
23 C -2.79 -2.43 -1.02
24 C -2.87 -3.58 0.13
25 N -2.81 -4.18 1.19
26 C -4.31 -1.94 -1.24
27 F -4.83 -1.10 -0.17
28 F -4.55 -1.37 -2.59
29 F -5.13 -3.16 -1.21
30 H -4.41 -2.02 4.31
31 H -2.92 -1.87 5.43
32 H -4.50 -2.58 6.07
33 H -5.50 -0.21 3.90
34 H -6.57 -0.43 5.41
35 H -4.70 2.12 5.04
36 H -6.19 1.92 6.17
37 H -6.56 1.67 3.02
38 H -7.88 1.99 4.30
39 H -7.32 4.03 2.75
40 H -7.14 4.48 4.57
41 H -5.15 5.49 3.20
42 H -4.52 4.14 4.32
43 H -5.57 2.96 1.61
44 H -4.06 2.62 2.62
45 H -4.57 5.08 0.47
46 H -3.04 4.98 1.50
47 H -3.93 2.71 -0.60
48 H -2.62 4.05 -0.87
49 H -1.79 3.09 1.64
50 H -2.68 1.56 1.12
51 H -0.32 3.14 -0.44
52 H -0.01 1.70 0.67
53 H 0.06 0.83 -1.72
54 H -1.26 1.99 -2.27
55 H -3.15 0.59 -0.97
56 H -2.36 -0.15 -2.46
57 H -0.33 -2.93 -1.11
58 H -0.04 -1.37 -2.05
59 H 0.65 -0.34 0.60
60 H 1.78 -0.99 -0.70
61 H 2.17 -3.09 0.32
62 H -0.20 -3.99 0.80
63 H 0.94 -4.20 2.24
64 H -0.35 -2.88 2.35
65 H 1.64 -1.22 2.92
66 H 3.14 -1.11 1.75
67 H 2.90 -2.66 2.74
68 H -2.36 -2.95 -1.95
69 Cs -6.34 0.09 -2.42
70 C 4.60 -5.30 -2.41
71 C 4.73 -6.61 -2.75
72 C 3.39 -7.36 -2.78
73 O 3.27 -8.54 -3.13
74 C 2.18 -6.64 -2.36
75 C 2.06 -5.34 -2.01
76 C 3.37 -4.56 -2.08
77 O 3.46 -3.34 -1.87
78 O 1.01 -4.72 -1.64
79 O 5.78 -7.24 -3.03
80 H 5.49 -4.68 -2.37
81 H 1.29 -7.27 -2.34
82 O 4.60 2.05 -4.09
83 P 5.51 1.97 -2.85
84 O 6.50 0.78 -3.42
85 C 7.44 1.10 -4.44
86 C 8.50 2.06 -3.95
87 O 4.49 1.02 -1.95
88 C 3.11 0.94 -2.29
89 C 2.85 -0.16 -3.30
90 O 6.50 2.00 -1.44
91 C 6.97 3.27 -1.00
92 C 5.90 4.34 -0.97
93 H 6.91 1.51 -5.31
94 H 7.91 0.17 -4.74
95 H 8.08 3.06 -3.80
96 H 9.32 2.15 -4.67
97 H 8.92 1.73 -2.99
98 H 2.74 1.91 -2.63
99 H 2.56 0.71 -1.37
100 H 3.57 -0.16 -4.12
101 H 1.84 -0.07 -3.72
102 H 2.93 -1.14 -2.83
103 H 7.80 3.59 -1.64
104 H 7.38 3.13 0.00
105 H 5.46 4.51 -1.96
106 H 6.32 5.29 -0.63
107 H 5.09 4.05 -0.29

The value obtained for the HOMO energy is -0.067 Ha. As for the total charge: -1.

Atom charges from the Löwdin analysis, given in e for atoms 1 to 2:
1 C -0.134
2 O -0.231

=====

Q: What is the formula in the second record?
A: C22H19F3N6O2